Density functional theory data (the ωB97M-V functional and the def2-TZVPD basis) for 6 unconnected molecules or ions with the total composition C41H58ClF2N7O6PS.

Structure (XYZ):
```
117
Properties=species:S:1:pos:R:3
C -1.989 2.451 1.183
C -2.820 1.569 0.270
O -2.230 1.434 -1.014
C -3.028 0.521 -1.750
C -2.372 -0.107 -2.991
O -0.956 0.010 -3.106
C -0.406 -1.044 -3.878
C 0.503 -2.100 -3.162
C 0.091 -3.499 -3.694
C -1.299 -3.967 -3.330
O -1.696 -5.029 -3.678
C 1.898 -1.853 -3.802
F 2.799 -2.830 -3.474
C 2.431 -0.458 -3.535
C 3.907 -0.306 -3.845
N 1.953 0.036 -2.191
P 2.743 1.643 -1.609
N 1.421 2.350 -0.846
O 3.691 1.294 -0.346
C 1.804 -1.048 -1.143
C 3.172 -1.620 -0.749
C 3.524 -1.542 0.727
C 4.709 -2.188 1.117
C 5.122 -2.179 2.449
C 4.364 -1.527 3.427
C 3.187 -0.869 3.054
C 2.319 -0.170 4.067
C 2.783 -0.886 1.707
C 0.690 -2.026 -1.617
Cl -0.816 -1.477 -0.755
S 0.955 -3.652 -0.769
O 1.180 -3.377 0.604
O 1.868 -4.456 -1.496
F -0.460 -4.262 -0.889
H -2.615 3.020 1.862
H -1.446 3.168 0.575
H -1.298 1.845 1.766
H -3.830 1.980 0.203
H -2.934 0.592 0.749
H -3.347 -0.272 -1.073
H -3.926 1.044 -2.083
H -2.658 -1.155 -2.981
H -2.817 0.349 -3.875
H -1.200 -1.529 -4.439
H 0.185 -0.560 -4.654
H 0.061 -3.380 -4.779
H 0.833 -4.267 -3.513
H -1.961 -3.292 -2.763
H 1.760 -1.895 -4.882
H 1.919 0.179 -4.250
H 4.240 0.721 -3.790
H 4.031 -0.608 -4.884
H 4.542 -0.973 -3.273
H 0.975 0.330 -2.355
H 1.561 2.345 0.166
H 0.540 1.851 -0.983
H 4.590 1.537 -0.611
H 1.423 -0.515 -0.285
H 3.366 -2.624 -1.108
H 3.927 -1.009 -1.241
H 5.304 -2.710 0.379
H 6.029 -2.694 2.725
H 4.683 -1.543 4.457
H 1.438 -0.783 4.260
H 1.958 0.788 3.702
H 2.837 -0.056 5.011
H 1.861 -0.373 1.461
N 7.747 2.649 -0.635
C 7.990 3.401 0.487
C 8.890 2.724 1.259
C 9.204 1.512 0.582
C 8.489 1.495 -0.583
H 7.132 2.910 -1.382
H 7.505 4.352 0.629
H 9.285 3.057 2.204
H 9.885 0.746 0.912
H 8.449 0.771 -1.379
N -3.067 2.172 5.228
C -4.169 1.451 5.604
C -5.066 2.318 6.165
C -4.484 3.615 6.125
C -3.254 3.493 5.540
H -2.249 1.790 4.792
H -4.218 0.388 5.439
H -6.033 2.055 6.559
H -4.921 4.531 6.485
H -2.500 4.229 5.321
N -7.199 0.044 0.103
C -7.190 0.868 1.195
C -6.331 0.336 2.119
C -5.800 -0.859 1.563
C -6.351 -1.011 0.319
H -7.747 0.192 -0.724
H -7.793 1.759 1.222
H -6.110 0.757 3.086
H -5.093 -1.531 2.023
H -6.209 -1.776 -0.424
N -7.968 -2.872 -2.533
C -7.257 -3.709 -3.353
C -8.148 -4.351 -4.169
C -9.447 -3.883 -3.830
C -9.304 -2.972 -2.819
H -7.571 -2.281 -1.831
H -6.185 -3.776 -3.285
H -7.899 -5.077 -4.924
H -10.379 -4.184 -4.277
H -10.033 -2.391 -2.281
N 3.313 2.872 2.443
C 4.434 3.610 2.180
C 4.381 4.744 2.944
C 3.179 4.687 3.702
C 2.543 3.521 3.373
H 3.096 1.988 2.018
H 5.173 3.266 1.476
H 5.121 5.526 2.963
H 2.826 5.418 4.409
H 1.616 3.097 3.722
```

Calculated values
**Highest occupied orbital energy**: -9.9 eV
**E_tot**: -104245.7865 eV
**Orbital gap**: 7.20 eV
**Charge**: +1